{"formula": "C51H59As3IrNOP2Se", "method": "ωB97M-V/def2-TZVPD", "orbital_gap_ev": [5.438, 3.773], "spin_multiplicity": 2, "s2": 0.76, "lumo_ev": [-9.7, -11.3], "charge": 3, "species": ["Ir", "C", "As", "C", "C", "C", "C", "C", "As", "C", "C", "C", "As", "C", "C", "H", "H", "H", "H", "H", "H", "H", "H", "H", "H", "H", "H", "H", "H", "H", "H", "H", "H", "H", "H", "H", "H", "H", "H", "H", "H", "H", "C", "C", "C", "C", "C", "C", "C", "C", "P", "C", "C", "C", "C", "C", "C", "C", "C", "C", "C", "C", "C", "C", "O", "C", "C", "C", "C", "C", "C", "P", "C", "C", "C", "C", "C", "C", "C", "C", "C", "C", "C", "C", "H", "H", "H", "H", "H", "H", "H", "H", "H", "H", "H", "H", "H", "H", "H", "H", "H", "H", "H", "H", "H", "H", "H", "H", "H", "H", "H", "H", "H", "H", "H", "H", "Se", "C", "N"], "xyz": [[-0.56, 0.54, 0.06], [0.09, 2.00, 3.68], [-0.92, 0.72, 2.63], [-2.69, 1.39, 3.16], [-0.65, -0.85, 3.78], [-1.48, -2.11, 3.56], [-0.97, -3.17, 4.54], [-1.17, -2.64, 2.16], [-1.58, -1.61, 0.55], [-3.50, -1.67, 0.31], [-0.95, -2.88, -0.77], [-2.98, -1.87, 3.77], [-4.17, -3.46, 3.53], [-5.83, -2.42, 3.58], [-4.24, -4.10, 5.37], [-0.47, 2.06, 4.62], [0.13, 2.98, 3.22], [1.09, 1.63, 3.89], [-2.74, 1.23, 4.24], [-3.53, 0.89, 2.69], [-2.73, 2.46, 2.95], [-0.82, -0.45, 4.79], [0.41, -1.07, 3.69], [0.11, -3.31, 4.43], [-1.45, -4.13, 4.37], [-1.17, -2.87, 5.57], [-1.73, -3.55, 1.93], [-0.11, -2.86, 2.08], [-3.75, -2.74, 0.29], [-3.79, -1.22, -0.64], [-4.04, -1.22, 1.14], [-1.66, -3.71, -0.79], [0.03, -3.26, -0.46], [-0.89, -2.43, -1.75], [-3.34, -1.14, 3.04], [-3.14, -1.42, 4.75], [-5.93, -1.81, 2.68], [-5.86, -1.77, 4.46], [-6.67, -3.11, 3.62], [-3.38, -4.73, 5.61], [-5.14, -4.70, 5.47], [-4.29, -3.27, 6.08], [4.93, -0.42, -4.94], [4.18, 0.56, -4.03], [4.78, 1.97, -4.17], [2.71, 0.61, -4.41], [2.27, 0.66, -5.73], [0.92, 0.76, -6.05], [-0.03, 0.77, -5.06], [0.37, 0.70, -3.72], [-0.90, 0.75, -2.42], [-2.13, -0.44, -3.06], [-1.68, -1.54, -3.80], [-2.59, -2.46, -4.30], [-3.95, -2.30, -4.07], [-4.41, -1.21, -3.35], [-3.50, -0.29, -2.84], [-1.53, 2.44, -2.61], [-0.71, 3.44, -2.06], [-1.03, 4.77, -2.25], [-2.16, 5.12, -2.99], [-2.96, 4.13, -3.56], [-2.64, 2.80, -3.38], [1.72, 0.67, -3.43], [2.01, 0.70, -2.10], [3.24, 0.25, -1.70], [3.30, -0.04, -0.34], [4.51, -0.52, 0.17], [5.60, -0.67, -0.68], [5.49, -0.34, -2.02], [4.30, 0.12, -2.57], [1.88, 0.33, 0.74], [2.23, -0.87, 2.04], [2.02, -2.21, 1.74], [2.43, -3.20, 2.62], [3.06, -2.86, 3.81], [3.31, -1.52, 4.10], [2.91, -0.53, 3.22], [2.22, 2.05, 1.21], [1.24, 3.02, 1.03], [1.51, 4.36, 1.26], [2.76, 4.74, 1.71], [3.76, 3.78, 1.89], [3.50, 2.44, 1.61], [4.85, -0.12, -5.98], [4.55, -1.44, -4.84], [6.00, -0.43, -4.71], [4.71, 2.31, -5.21], [5.83, 1.96, -3.88], [4.25, 2.69, -3.54], [2.99, 0.64, -6.53], [0.62, 0.82, -7.09], [-1.08, 0.83, -5.32], [-0.63, -1.67, -4.01], [-2.23, -3.30, -4.89], [-4.66, -3.01, -4.48], [-5.47, -1.07, -3.19], [-3.88, 0.58, -2.32], [0.19, 3.18, -1.52], [-0.40, 5.54, -1.83], [-2.41, 6.16, -3.14], [-3.82, 4.41, -4.16], [-3.26, 2.04, -3.86], [4.60, -0.81, 1.20], [6.53, -1.04, -0.29], [6.37, -0.45, -2.65], [1.58, -2.49, 0.79], [2.28, -4.25, 2.37], [3.39, -3.63, 4.49], [3.83, -1.25, 5.01], [3.15, 0.50, 3.43], [0.25, 2.74, 0.67], [0.73, 5.10, 1.09], [2.98, 5.78, 1.91], [4.74, 4.08, 2.22], [4.30, 1.72, 1.70], [-2.82, 1.48, -0.03], [-2.41, 3.21, 0.40], [-2.19, 4.29, 0.77]], "lowdin_spin": [0.086, 0.001, 0.009, 0.021, 0.002, 0.000, 0.000, 0.000, -0.002, 0.002, 0.000, 0.000, 0.000, 0.000, 0.000, 0.000, 0.000, 0.000, 0.002, 0.010, 0.000, 0.000, 0.000, 0.000, 0.000, 0.000, 0.000, 0.000, 0.000, 0.000, 0.001, 0.000, 0.000, 0.000, 0.000, 0.000, 0.000, 0.000, 0.000, 0.000, 0.000, 0.000, 0.000, 0.000, 0.000, 0.000, 0.000, 0.000, 0.001, 0.000, 0.001, 0.001, 0.000, 0.001, 0.000, 0.002, 0.007, 0.061, 0.009, 0.017, 0.060, -0.002, 0.056, 0.000, 0.001, 0.000, 0.000, 0.000, 0.000, 0.000, 0.000, -0.002, -0.001, 0.000, 0.000, 0.000, 0.000, 0.000, -0.001, 0.000, 0.000, 0.000, 0.000, 0.000, 0.000, 0.000, 0.000, 0.000, 0.000, 0.000, 0.000, 0.000, 0.000, 0.000, 0.000, 0.000, 0.000, 0.006, 0.000, 0.000, 0.002, -0.001, 0.001, 0.000, 0.000, 0.000, 0.000, 0.000, 0.000, 0.000, 0.000, 0.000, 0.000, 0.000, 0.000, 0.000, 0.532, 0.027, 0.089]}